[1]
{
  "formula": "C4H7N3O",
  "method": "ωB97M-V/def2-TZVPD",
  "elements": ["C", "C", "C", "C", "H", "H", "H", "H", "H", "H", "H", "N", "N", "N", "O"],
  "positions_angstrom": [[0.84202, 0.01631, -0.21245], [-0.65689, 1.42712, -0.14231], [-1.44506, 0.05190, -0.50482], [-1.34338, -1.06411, 0.57212], [2.39204, 0.80862, 1.29493], [1.88175, -1.50468, -0.88999], [-1.25163, 1.99529, 0.72020], [-0.74142, 1.78798, -1.25336], [-2.33164, -0.09852, -1.07930], [-1.26723, -0.75311, 1.72481], [-1.83905, -2.16217, 0.16546], [1.94833, -0.73875, -0.09375], [0.81437, 1.13600, 0.24978], [-0.23308, -0.85544, -0.42762], [3.23088, -0.04644, -0.12370]],
  "nbo_charge": [0.50, -0.27, -0.12, -0.26, 0.42, 0.38, 0.22, 0.22, 0.23, 0.23, 0.24, -0.32, -0.50, -0.46, -0.50],
  "homo_lumo_gap_ev": 7.645,
  "e_homo_ev": -8.78,
  "energy_ev": -10769.0226,
  "largest_force_ha_per_bohr": 0.141,
  "de_lowest_kj_mol": 1034.8,
  "total_charge": 0
}

[2]
{
  "formula": "C4H7N3O",
  "method": "ωB97M-V/def2-TZVPD",
  "elements": ["H", "N", "C", "N", "O", "C", "C", "N", "C", "H", "H", "H", "H", "H", "H"],
  "positions_angstrom": [[-2.84226, 0.88258, 1.05429], [-1.88153, 0.78929, 1.41116], [-0.94981, 0.52545, 0.61919], [0.34761, 0.74097, 1.20190], [1.47150, -0.17192, 0.89097], [1.66918, -0.59949, -0.42460], [0.35326, -0.99127, -1.03092], [-0.71054, -0.36214, -1.97260], [-0.50707, 0.18771, -0.78293], [0.33352, 0.75507, 2.27503], [2.39523, -1.39385, -0.30311], [2.15650, 0.28115, -1.12046], [0.01976, -2.05918, -0.55815], [-1.57576, -1.03553, -1.98441], [0.05880, 1.03385, -1.25862]],
  "nbo_charge": [0.36, -0.67, 0.41, -0.35, -0.40, -0.08, -0.14, -0.51, -0.18, 0.40, 0.21, 0.16, 0.20, 0.35, 0.24],
  "smiles": "[H]/N=C1/NOC[C@@H]2N[C@@H]12",
  "homo_lumo_gap_ev": 9.713,
  "e_homo_ev": -8.86,
  "energy_ev": -10772.5120,
  "largest_force_ha_per_bohr": 0.147,
  "de_lowest_kj_mol": 698.1,
  "total_charge": 0
}

[3]
{
  "formula": "C4H7N3O",
  "method": "ωB97M-V/def2-TZVPD",
  "elements": ["C", "N", "N", "C", "O", "N", "C", "C", "H", "H", "H", "H", "H", "H", "H"],
  "positions_angstrom": [[0.77837, 0.91326, 3.02223], [0.88264, 0.97725, 1.62708], [-0.54587, 0.17261, 1.22142], [-0.30475, -0.53241, -0.10331], [-0.55335, -1.72284, -0.20802], [-0.00270, 0.43161, -1.00988], [0.61398, -0.13512, -2.32984], [-0.82413, 0.10980, -2.24842], [0.02110, 0.09316, 3.55335], [1.81238, 1.51869, 3.59642], [-0.97119, -0.55197, 1.93281], [1.15924, -1.14224, -2.30140], [1.29731, 0.58512, -2.92219], [-1.44658, 0.91573, -2.86577], [-1.36467, -0.83924, -2.24341]],
  "nbo_charge": [-0.16, -0.19, -0.56, 0.79, -0.60, -0.47, -0.25, -0.25, 0.21, 0.22, 0.36, 0.23, 0.21, 0.22, 0.22],
  "smiles": "C=NNC(=O)N1CC1",
  "homo_lumo_gap_ev": 9.784,
  "e_homo_ev": -9.37,
  "energy_ev": -10773.0948,
  "largest_force_ha_per_bohr": 0.168,
  "de_lowest_kj_mol": 641.9,
  "total_charge": 0
}

[4]
{
  "formula": "C4H7N3O",
  "method": "ωB97M-V/def2-TZVPD",
  "elements": ["C", "C", "C", "C", "H", "H", "H", "H", "H", "H", "H", "N", "N", "N", "O"],
  "positions_angstrom": [[0.01997, -0.21863, -0.89359], [0.96314, 1.11483, 0.41210], [0.33461, -0.04638, 0.44132], [-0.16867, -0.39598, 1.82357], [-1.18587, -1.25001, -2.46272], [-1.61616, -1.27846, -0.68454], [2.02980, 2.06536, -1.26045], [1.50673, 1.75401, 1.32870], [0.33354, -1.46746, 2.61727], [-0.27108, 0.68596, 2.59516], [-2.35255, -0.32083, 2.30039], [-0.87531, -1.20709, -1.44138], [0.68923, 0.58653, -1.66282], [1.24565, 1.40721, -0.89794], [-1.59446, -1.05227, 1.61010]],
  "nbo_charge": [0.31, -0.02, -0.29, -0.06, 0.41, 0.40, 0.41, 0.21, 0.20, 0.20, 0.46, -0.86, -0.30, -0.32, -0.77],
  "homo_lumo_gap_ev": 8.290,
  "e_homo_ev": -7.93,
  "energy_ev": -10773.5164,
  "largest_force_ha_per_bohr": 0.147,
  "de_lowest_kj_mol": 601.2,
  "total_charge": 0
}